DFT (the ωB97M-V functional and the def2-TZVPD basis) results for a cluster of 2 separate species, C2H3NO3 in total at a distorted geometry.

## Properties
relative energy (zero: lowest compared OMol25 entry of this formula, charge and spin)	4.499	eV
Kohn-Sham gap	7.74	eV
molar mass	89.0	u
HOMO level	-8.65	eV
spin multiplicity	1
DFT total energy	-9751.5901	eV
charge	0

Bonds (Å) are listed after each position.
CARTESIAN COORDINATES (ANGSTROEM)
1 C 2.1561 0.3581 0.0570  N3 1.161
2 C -0.7182 0.0213 -0.0578  O4 1.349, O5 1.253, O6 1.342
3 N 3.1167 -0.2841 -0.0610  C1 1.161
4 O -0.7786 0.5382 1.1864  C2 1.349, H7 1.045
5 O -0.7383 -1.2237 -0.1995  C2 1.253, H8 0.948
6 O -1.0528 0.7480 -1.1353  C2 1.342, H9 0.976
7 H -0.7790 -0.1700 1.9547  O4 1.045
8 H -0.2444 -1.6709 -0.8736  O5 0.948
9 H -0.9616 1.6831 -0.8709  O6 0.976